Record 1
# CH2ClNO

CH2ClNO in the gas phase (the ωB97M-V functional and the def2-TZVPD basis, the OMol25 dataset).

Calculated values
* HOMO-LUMO gap: 9.47 eV
* HOMO energy: -10.2 eV

```
! wB97M-V def2-TZVPD RIJCOSX def2/J DEFGRID3
* xyz 0 1
C -0.334 0.191 0.005
N -1.564 0.609 0.034
O -2.305 1.654 -0.010
Cl -2.723 -0.911 -0.018
H 0.633 0.676 0.080
H -0.314 -0.857 -0.052
*
```

Which charges does Mulliken predict for the atoms? In e, they are: C -0.12; N 0.26; O -0.51; Cl -0.15; H 0.31; H 0.21

=====

Record 2
# CH2ClNO2

A 2-piece molecular cluster, CH2ClNO2 overall (the ωB97M-V functional and the def2-TZVPD basis, the OMol25 dataset).

Calculated values
* HOMO-LUMO gap: 10.93 eV
* HOMO energy: -11.4 eV

```
! wB97M-V def2-TZVPD RIJCOSX def2/J DEFGRID3
* xyz 0 1
C -0.661 -0.385 -0.464
N -0.796 0.750 -1.385
O 0.204 0.888 -2.012
O -1.903 1.184 -1.595
Cl -2.069 -0.728 0.626
H -0.397 -1.097 -1.196
H 0.567 0.025 0.435
*
```

Which charges does Mulliken predict for the atoms? In e, they are: C -0.39; N 0.83; O -0.49; O -0.49; Cl -0.11; H 0.36; H 0.30

=====

Record 3
# CH2ClNO2S2

A 3-piece molecular cluster, CH2ClNO2S2 overall (the ωB97M-V functional and the def2-TZVPD basis, the OMol25 dataset).

Calculated values
* HOMO-LUMO gap: 7.93 eV
* HOMO energy: -9.6 eV

```
! wB97M-V def2-TZVPD RIJCOSX def2/J DEFGRID3
* xyz 0 1
C 1.697 -1.087 -2.118
N 1.287 -0.199 -1.364
O -0.671 -5.256 -0.262
O -0.888 -3.070 -1.048
S 2.306 -2.043 -3.144
S -0.554 -4.422 -1.392
Cl -0.993 -0.498 0.725
H 0.561 -0.227 -0.578
H -1.104 -1.166 -0.456
*
```

Which charges does Mulliken predict for the atoms? In e, they are: C 0.56; N -0.36; O -0.35; O -0.36; S -0.38; S 0.70; Cl -0.37; H 0.24; H 0.33

=====

Record 4
# CH2ClNO2S2

CH2ClNO2S2 in the gas phase (the ωB97M-V functional and the def2-TZVPD basis, the OMol25 dataset).

Calculated values
* HOMO-LUMO gap (alpha / beta): 6.07 / 6.75 eV
* ⟨S²⟩: 2.01
* HOMO energy (alpha / beta): -6.4 / -10.2 eV

```
! wB97M-V def2-TZVPD RIJCOSX def2/J DEFGRID3
* xyz 0 3
C 2.026 -0.135 -0.311
N 0.812 0.313 -0.689
O -1.913 0.294 -0.568
O -0.869 -2.009 -0.889
S 3.395 0.705 -0.314
S -0.885 -0.679 -0.306
Cl 1.699 -1.734 0.274
H 0.557 1.281 -0.505
H -0.573 -0.682 1.195
*
```

Which charges does Mulliken predict for the atoms? In e, they are: C 0.51; N -0.52; O -0.49; O -0.45; S -0.13; S 0.79; Cl -0.21; H 0.24; H 0.25

=====

Record 5
# CH2ClNOS2

A 2-piece molecular cluster, CH2ClNOS2 overall (the ωB97M-V functional and the def2-TZVPD basis, the OMol25 dataset).

Calculated values
* HOMO-LUMO gap (alpha / beta): 9.41 / 8.01 eV
* ⟨S²⟩: 2.01
* HOMO energy (alpha / beta): -9.3 / -10.0 eV

```
! wB97M-V def2-TZVPD RIJCOSX def2/J DEFGRID3
* xyz 0 3
C 0.117 -0.428 -0.871
N -1.089 -1.020 -0.732
O 1.129 -1.002 -1.173
S -0.068 1.336 -0.641
S -2.514 -0.928 -0.193
Cl 0.562 -0.552 1.936
H 1.200 1.863 -0.913
H 0.662 0.732 2.587
*
```

Which charges does Mulliken predict for the atoms? In e, they are: C 0.55; N -0.13; O -0.47; S -0.24; S 0.08; Cl -0.25; H 0.18; H 0.29

=====

Record 6
# CH2ClNS2

A 2-piece molecular cluster, CH2ClNS2 overall (the ωB97M-V functional and the def2-TZVPD basis, the OMol25 dataset).

Calculated values
* HOMO-LUMO gap: 7.68 eV
* HOMO energy: -8.9 eV

```
! wB97M-V def2-TZVPD RIJCOSX def2/J DEFGRID3
* xyz 0 1
C -1.637 -0.878 0.093
N 2.051 -0.151 0.044
S -0.072 -1.221 0.484
S 2.479 1.192 0.407
Cl -2.571 0.514 0.267
H -1.851 -1.584 -0.723
H 1.602 2.128 -0.573
*
```

Which charges does Mulliken predict for the atoms? In e, they are: C -0.10; N -0.23; S -0.08; S 0.10; Cl -0.10; H 0.31; H 0.10

=====

Record 7
# CH2ClO2S2

CH2ClO2S2 as an isolated structure (the ωB97M-V functional and the def2-TZVPD basis, the OMol25 dataset).

Calculated values
* HOMO-LUMO gap (alpha / beta): 5.56 / 7.66 eV
* HOMO energy (alpha / beta): -3.0 / -4.4 eV

```
! wB97M-V def2-TZVPD RIJCOSX def2/J DEFGRID3
* xyz -1 1
C 0.846 -0.192 2.317
O 0.382 -0.562 -2.293
O -1.958 -0.583 -1.426
S -1.073 1.939 -2.650
S -0.742 0.190 -1.786
Cl 0.027 0.480 0.839
H 0.564 -1.134 2.813
H 1.953 -0.137 2.187
*
```

Which charges does Mulliken predict for the atoms? In e, they are: C -0.52; O -0.52; O -0.54; S -0.45; S 0.59; Cl -0.06; H 0.28; H 0.23

=====

Record 8
# CH2ClO3S

An isolated ion of composition CH2ClO3S and charge -1 (the ωB97M-V functional and the def2-TZVPD basis, the OMol25 dataset).

Calculated values
* HOMO-LUMO gap: 7.38 eV
* HOMO energy: -3.7 eV

```
! wB97M-V def2-TZVPD RIJCOSX def2/J DEFGRID3
* xyz -1 1
C 0.549 0.020 -0.048
O -1.586 1.578 -0.269
O -1.829 -0.469 0.952
O 0.425 -0.884 -1.028
S -1.009 0.728 0.788
Cl 2.068 1.305 -0.587
H 1.065 -0.505 0.868
H 0.318 -1.771 -0.677
*
```

Which charges does Mulliken predict for the atoms? In e, they are: C -0.04; O -0.62; O -0.61; O -0.47; S 0.50; Cl -0.37; H 0.27; H 0.35

=====

Record 9
# CH2ClOP

CH2ClOP in the gas phase (the ωB97M-V functional and the def2-TZVPD basis, the OMol25 dataset).

Calculated values
* HOMO-LUMO gap: 6.22 eV
* HOMO energy: -7.7 eV

```
! wB97M-V def2-TZVPD RIJCOSX def2/J DEFGRID3
* xyz 0 1
C -1.463 -0.023 0.379
O 2.838 -0.103 0.100
P 1.764 0.437 -0.678
Cl 0.253 -0.225 0.529
H -1.780 -0.981 -0.029
H -1.612 0.895 -0.301
*
```

Which charges does Mulliken predict for the atoms? In e, they are: C -0.61; O -0.35; P 0.48; Cl 0.09; H 0.22; H 0.18

=====

Record 10
# CH2CoLiO

CH2CoLiO as an isolated structure (the ωB97M-V functional and the def2-TZVPD basis, the OMol25 dataset).

Calculated values
* HOMO-LUMO gap (alpha / beta): 6.89 / 7.68 eV
* ⟨S²⟩: 8.76
* HOMO energy (alpha / beta): -11.8 / -14.9 eV

```
! wB97M-V def2-TZVPD RIJCOSX def2/J DEFGRID3
* xyz 1 6
C 0.881 -0.257 0.718
O 0.643 -1.367 0.243
H 1.648 0.515 0.704
Co -1.183 0.592 0.270
Li -0.721 -1.620 1.724
H 0.457 -0.406 1.876
*
```

Which charges does Mulliken predict for the atoms? In e, they are: C -0.39; O -0.51; H 0.43; Co 0.58; Li 0.86; H 0.03

=====

Record 11
# CH2F2

CH2F2 in the gas phase (the ωB97M-V functional and the def2-TZVPD basis, the OMol25 dataset).

Calculated values
* HOMO-LUMO gap: 13.26 eV
* HOMO energy: -12.1 eV

```
! wB97M-V def2-TZVPD RIJCOSX def2/J DEFGRID3
* xyz 0 1
F 0.546 -0.210 0.945
C -0.160 -0.435 -0.215
F -0.370 0.698 -0.745
H -0.977 -0.689 0.402
H 0.352 -1.091 -0.915
*
```

Which charges does Mulliken predict for the atoms? In e, they are: F -0.27; C 0.18; F -0.19; H 0.11; H 0.17

=====

Record 12
# CH2F2IN3

A 3-piece molecular cluster, CH2F2IN3 overall (the ωB97M-V functional and the def2-TZVPD basis, the OMol25 dataset).

Calculated values
* HOMO-LUMO gap (alpha / beta): 9.49 / 8.16 eV
* ⟨S²⟩: 2.02
* HOMO energy (alpha / beta): -10.3 / -10.4 eV

```
! wB97M-V def2-TZVPD RIJCOSX def2/J DEFGRID3
* xyz 0 3
C -0.341 -0.048 -0.172
N -0.811 0.758 1.726
N 0.852 0.136 -0.317
N -1.339 -0.528 -0.691
F 2.666 -1.206 -1.346
F -2.265 -1.330 -0.056
I -2.042 2.191 2.187
H 1.411 0.840 -0.062
H 1.869 -0.813 -1.269
*
```

Which charges does Mulliken predict for the atoms? In e, they are: C 0.65; N -0.32; N -0.46; N -0.26; F -0.45; F -0.12; I 0.31; H 0.19; H 0.47

=====

Record 13
# CH2F3NOS

CH2F3NOS in the gas phase (the ωB97M-V functional and the def2-TZVPD basis, the OMol25 dataset).

Calculated values
* HOMO-LUMO gap: 10.30 eV
* HOMO energy: -9.8 eV

```
! wB97M-V def2-TZVPD RIJCOSX def2/J DEFGRID3
* xyz 0 1
N -1.915 -0.250 0.004
S -0.658 -1.269 -0.083
O 0.599 -0.391 0.785
C 1.407 0.308 0.027
F 2.034 -0.466 -0.915
F 0.729 1.231 -0.668
F 2.366 0.861 0.782
H -2.170 0.190 -0.830
H -2.391 -0.213 0.897
*
```

Which charges does Mulliken predict for the atoms? In e, they are: N -0.38; S 0.10; O -0.39; C 0.91; F -0.26; F -0.25; F -0.23; H 0.25; H 0.26

=====

Record 14
# CH2F9K4N3O16S7

CH2F9K4N3O16S7 as an isolated structure (the ωB97M-V functional and the def2-TZVPD basis, the OMol25 dataset).

Calculated values
* HOMO-LUMO gap: 6.98 eV
* HOMO energy: -9.2 eV

```
! wB97M-V def2-TZVPD RIJCOSX def2/J DEFGRID3
* xyz 0 1
K 0.319 -0.462 -4.294
K 0.051 -1.007 4.310
K -3.497 1.600 0.114
K 3.276 3.174 2.457
N 2.146 1.795 0.275
S 0.774 1.737 -0.769
O -0.637 1.654 -0.292
O 1.079 1.297 -2.157
F 0.987 3.273 -1.014
S 1.910 0.384 0.791
O 2.015 -0.771 -0.159
O 1.054 0.350 1.986
F 3.370 0.134 1.584
N 2.052 -2.743 3.976
S 3.633 -2.935 3.324
O 3.813 -2.602 1.886
O 4.529 -3.928 3.908
F 4.197 -1.650 4.073
S 1.622 -4.023 3.306
O 1.869 -5.305 3.995
O 1.522 -4.058 1.878
F -0.024 -3.737 3.652
N -3.707 3.432 -2.299
S -2.868 2.965 -3.434
O -2.825 3.902 -4.552
O -2.557 1.567 -3.632
F -1.493 3.271 -2.622
S -5.068 2.759 -3.033
O -5.335 1.354 -2.769
O -5.660 3.410 -4.180
F -6.036 3.312 -1.879
C -1.493 -2.677 0.296
F -0.426 -3.456 -0.005
F -2.528 -3.558 0.551
F -1.136 -1.919 1.285
S -1.761 -1.650 -1.275
O -2.233 -2.561 -2.279
O -2.699 -0.552 -0.976
O -0.485 -1.087 -1.716
O 4.380 2.916 -0.274
H 3.469 2.632 -0.204
H 4.402 3.765 0.169
*
```

Which charges does Mulliken predict for the atoms? In e, they are: K 0.96; K 0.99; K 0.99; K 0.96; N -0.36; S 0.74; O -0.28; O -0.51; F -0.28; S 1.04; O -0.45; O -0.52; F -0.41; N -0.23; S 1.03; O -0.48; O -0.60; F -0.28; S 1.12; O -0.61; O -0.47; F -0.44; N -0.26; S 1.02; O -0.63; O -0.49; F -0.28; S 1.09; O -0.53; O -0.59; F -0.31; C 0.42; F -0.20; F -0.24; F -0.16; S 0.84; O -0.66; O -0.46; O -0.63; O -0.63; H 0.55; H 0.21

=====

Record 15
# CH2FIO

A 2-piece molecular cluster, CH2FIO overall (the ωB97M-V functional and the def2-TZVPD basis, the OMol25 dataset).

Calculated values
* HOMO-LUMO gap (alpha / beta): 8.73 / 8.04 eV
* HOMO energy (alpha / beta): -9.2 / -8.6 eV

```
! wB97M-V def2-TZVPD RIJCOSX def2/J DEFGRID3
* xyz 0 1
C -0.057 -0.029 0.238
O 0.925 -0.608 -0.472
F 0.072 1.131 0.794
I -1.067 -1.454 1.523
H -1.218 0.760 -1.247
H 1.345 0.201 -0.834
*
```

Which charges does Mulliken predict for the atoms? In e, they are: C 0.05; O -0.36; F -0.12; I 0.02; H 0.05; H 0.36

=====

Record 16
# CH2FIO2S

CH2FIO2S as an isolated structure (the ωB97M-V functional and the def2-TZVPD basis, the OMol25 dataset).

Calculated values
* HOMO-LUMO gap (alpha / beta): 7.79 / 7.79 eV
* HOMO energy (alpha / beta): -9.9 / -9.9 eV

```
! wB97M-V def2-TZVPD RIJCOSX def2/J DEFGRID3
* xyz 0 1
C -0.099 -0.850 0.680
O -1.806 -2.456 -1.334
O 0.559 -3.094 -1.109
F -0.961 0.147 0.858
S -0.440 -2.066 -1.243
I -0.119 -0.619 -3.373
H -0.338 -1.886 1.182
H 0.856 -0.574 0.559
*
```

Which charges does Mulliken predict for the atoms? In e, they are: C -0.21; O -0.43; O -0.46; F -0.18; S 0.64; I -0.02; H 0.31; H 0.36

=====

Record 17
# CH2FIS

A 2-piece molecular cluster, CH2FIS overall (the ωB97M-V functional and the def2-TZVPD basis, the OMol25 dataset).

Calculated values
* HOMO-LUMO gap (alpha / beta): 8.50 / 7.88 eV
* HOMO energy (alpha / beta): -9.6 / -8.8 eV

```
! wB97M-V def2-TZVPD RIJCOSX def2/J DEFGRID3
* xyz 0 1
C -0.194 -0.263 0.243
F -0.391 -1.392 0.940
S 0.787 -0.645 -1.213
I -2.023 0.841 -0.066
H 0.996 0.726 1.615
H 0.825 0.732 -1.520
*
```

Which charges does Mulliken predict for the atoms? In e, they are: C -0.10; F -0.16; S -0.14; I 0.11; H 0.12; H 0.17

=====

Record 18
# CH2FInLiO

CH2FInLiO as an isolated structure (the ωB97M-V functional and the def2-TZVPD basis, the OMol25 dataset).

Calculated values
* HOMO-LUMO gap (alpha / beta): 10.62 / 8.66 eV
* ⟨S²⟩: 0.76
* HOMO energy (alpha / beta): -21.0 / -22.5 eV

```
! wB97M-V def2-TZVPD RIJCOSX def2/J DEFGRID3
* xyz 2 2
C 0.459 -0.102 -0.422
O -0.579 -0.596 0.823
In -1.925 -1.012 -0.405
Li -0.622 1.157 1.554
F 0.804 1.172 0.218
H 0.592 0.214 -1.468
H 1.272 -0.832 -0.300
*
```

Which charges does Mulliken predict for the atoms? In e, they are: C -0.07; O -0.56; In 1.22; Li 0.93; F -0.29; H 0.42; H 0.35

=====

Record 19
# CH2FLiLuO

CH2FLiLuO as an isolated structure (the ωB97M-V functional and the def2-TZVPD basis, the OMol25 dataset).

Calculated values
* HOMO-LUMO gap: 8.16 eV
* HOMO energy: -13.9 eV

```
! wB97M-V def2-TZVPD RIJCOSX def2/J DEFGRID3
* xyz 1 1
C 0.711 0.362 0.495
O -0.859 -0.872 -1.651
Lu 0.459 -1.713 -0.606
Li -1.950 -0.155 -0.457
F -0.685 0.854 0.652
H 1.276 1.179 0.025
H 1.048 0.346 1.542
*
```

Which charges does Mulliken predict for the atoms? In e, they are: C -0.60; O -1.00; Lu 1.53; Li 0.90; F -0.36; H 0.23; H 0.30

=====

Record 20
# CH2FLiO

CH2FLiO as an isolated structure (the ωB97M-V functional and the def2-TZVPD basis, the OMol25 dataset).

Calculated values
* HOMO-LUMO gap: 7.41 eV
* HOMO energy: -9.1 eV

```
! wB97M-V def2-TZVPD RIJCOSX def2/J DEFGRID3
* xyz 0 1
C 0.908 0.108 -0.620
H 1.314 -0.898 -0.836
H 1.442 0.971 -1.059
O -0.415 0.262 -0.268
Li -0.772 -0.315 1.531
F -2.477 -0.128 1.252
*
```

Which charges does Mulliken predict for the atoms? In e, they are: C -0.02; H 0.28; H 0.25; O -0.48; Li 0.87; F -0.90

=====

no.,largest force on an atom (eV Å⁻¹)
1,4.5
2,5.8
3,5.5
4,4.8
5,3.7
6,3.8
7,2.8
8,3.8
9,2.6
10,5.6
11,4.4
12,4.3
13,2.2
14,10.9
15,4.9
16,6.3
17,2.3
18,6.0
19,2.4
20,9.1